# 1
The following is a quantum chemistry calculation of a structure of composition C3H9NO4, from the Open Molecules 2025 dataset.

Each line ends with the Löwdin charge.
CARTESIAN COORDINATES (ANGSTROEM)
O (-2.2563, -0.3841, 1.2227)  0.0519
C (-1.6812, 0.3550, 0.3372)  -0.5105
O (-2.3973, 0.3940, -0.8705)  0.0470
C (-0.1467, -0.0451, 0.0060)  -0.2216
C (0.5635, -0.3879, 1.3094)  -0.2301
O (1.7751, -0.9697, 1.0215)  -0.0504
N (0.4015, 0.9492, -0.7994)  0.2241
H (-1.6436, 1.4209, 0.6034)  0.1777
H (-0.0988, -0.9516, -0.6191)  0.1721
H (0.0163, -1.0546, 1.9682)  0.1301
H (0.6648, 0.5557, 1.8463)  0.1287
H (1.9178, -0.9346, 0.0059)  0.0574
H (-3.1431, -0.1931, -0.6592)  0.1198
H (1.1186, 0.5419, -1.4404)  -0.0865
H (0.6128, 1.8483, -0.3852)  0.1429
H (2.4441, -0.7636, -2.1007)  0.0458
O (1.8524, -0.3806, -1.4461)  -0.1984

As for the largest force on an atom: 6.8 eV/Å. The calculation puts the molar mass at 123.1 g/mol. For the total energy, the calculation gives -12930.262 eV. Its LUMO energy is -3.865 eV. The orbital gap comes out at 0.228 hartree. The relative energy (zero: lowest compared OMol25 entry of this formula, charge and spin) is 689.1 kJ/mol.



# 2
The following is a quantum chemistry calculation of a structure of composition C59H42N7O3RuS3, from the Open Molecules 2025 dataset.

Each line ends with the Löwdin spin population.
CARTESIAN COORDINATES (ANGSTROEM)
Ru (-0.2416, 0.1652, -1.4920)  0.8482
O (0.9456, -1.3696, -0.9187)  0.0398
N (1.4814, -2.2859, -1.7195)  -0.0027
C (2.0657, -3.3570, -1.1007)  0.0040
C (2.6751, -4.3437, -1.8113)  -0.0010
C (2.7137, -4.2630, -3.2108)  0.0052
C (2.1218, -3.1735, -3.8270)  -0.0024
C (1.4922, -2.1773, -3.0928)  0.0026
S (0.7712, -0.8499, -3.8875)  -0.0174
H (1.9825, -3.3549, -0.0262)  0.0000
H (3.1077, -5.1805, -1.2879)  -0.0002
H (3.1726, -5.0408, -3.7941)  0.0003
H (2.1102, -3.0667, -4.8992)  -0.0005
C (6.8371, 0.9620, 0.5119)  0.0000
C (5.4387, 0.7166, 0.9872)  -0.0001
C (4.3645, 0.5630, -0.0447)  0.0000
C (2.9298, 0.3241, 0.4921)  -0.0003
C (2.7872, 0.2816, 1.9590)  0.0002
C (3.8484, 0.3391, 2.7990)  -0.0001
C (5.1624, 0.5813, 2.3084)  0.0000
S (1.1116, 0.1528, 2.5859)  0.0001
O (1.2154, -0.4870, 3.9091)  0.0000
C (0.8878, 1.9289, 2.9665)  0.0000
C (1.9121, 2.8748, 2.8276)  0.0000
C (1.7157, 4.1741, 3.2050)  0.0000
C (0.4587, 4.6015, 3.6781)  0.0000
C (0.2368, 5.9336, 4.0787)  0.0000
C (-0.9906, 6.3308, 4.5315)  0.0000
C (-2.0493, 5.4145, 4.5755)  0.0000
C (-1.8603, 4.1090, 4.2092)  0.0000
C (-0.5960, 3.6567, 3.7774)  0.0000
C (-0.3441, 2.2851, 3.4630)  0.0000
C (-1.3681, 1.3079, 3.8722)  0.0000
C (-1.6227, 1.2387, 5.2799)  0.0000
C (-0.7419, 1.8065, 6.2238)  0.0000
C (-0.9751, 1.6835, 7.5673)  0.0000
C (-2.1080, 1.0079, 8.0373)  0.0000
C (-2.9715, 0.4311, 7.1471)  0.0000
C (-2.7391, 0.5105, 5.7608)  0.0000
C (-3.5686, -0.1533, 4.8334)  0.0000
C (-3.2322, -0.1877, 3.5123)  0.0000
C (-2.1307, 0.5337, 3.0219)  -0.0003
S (-1.6014, 0.0895, 1.3326)  -0.0002
O (-0.8668, 1.2383, 0.7336)  -0.0019
C (-3.2186, 0.0852, 0.4964)  0.0000
C (-3.9439, -1.0964, 0.4583)  0.0000
C (-5.1101, -1.1660, -0.2798)  0.0004
C (-5.5580, -0.0703, -1.0085)  0.0000
C (-6.8208, -0.1440, -1.8089)  0.0000
C (-4.8133, 1.1044, -0.9656)  0.0002
C (-3.6534, 1.1891, -0.2145)  -0.0001
H (6.8665, 1.1859, -0.5509)  0.0000
H (7.4513, 0.0788, 0.6924)  0.0000
H (7.2907, 1.7864, 1.0609)  0.0000
H (4.6814, -0.1835, -0.7832)  0.0000
H (2.4540, -0.5670, 0.0722)  0.0000
H (3.6787, 0.2389, 3.8598)  0.0000
H (5.9629, 0.6696, 3.0295)  0.0000
H (2.8890, 2.5682, 2.4858)  0.0000
H (2.5297, 4.8840, 3.1499)  0.0000
H (1.0630, 6.6276, 4.0219)  0.0000
H (-1.1470, 7.3497, 4.8512)  0.0000
H (-3.0211, 5.7478, 4.9083)  0.0000
H (-2.6890, 3.4175, 4.2480)  0.0000
H (0.1461, 2.3144, 5.8808)  0.0000
H (-0.2706, 2.0974, 8.2735)  0.0000
H (-2.2781, 0.9281, 9.1013)  0.0000
H (-3.8309, -0.1217, 7.4962)  0.0000
H (-4.4415, -0.6789, 5.1901)  0.0000
H (-3.8429, -0.7461, 2.8235)  0.0000
H (-3.5853, -1.9662, 0.9874)  0.0000
H (-5.6670, -2.0907, -0.3065)  0.0001
H (-7.0629, -1.1705, -2.0736)  0.0000
H (-6.7363, 0.4455, -2.7181)  0.0000
H (-7.6513, 0.2591, -1.2286)  0.0000
H (-5.1438, 1.9560, -1.5411)  0.0000
H (-3.0785, 2.1032, -0.1799)  0.0001
N (8.5364, 1.3435, -6.8465)  0.0006
C (7.7194, 1.4068, -6.0413)  0.0002
C (6.7194, 1.4741, -5.0552)  0.0011
C (5.4970, 0.8159, -5.2450)  -0.0002
C (4.5106, 0.9032, -4.2948)  0.0012
C (4.7047, 1.6632, -3.1321)  -0.0001
C (5.9333, 2.3048, -2.9336)  0.0011
C (6.9243, 2.2156, -3.8840)  -0.0003
N (3.6870, 1.7367, -2.1890)  0.0074
C (3.8641, 1.8548, -0.7552)  0.0002
C (2.4285, 1.6150, -0.2273)  -0.0002
N (1.6023, 1.4319, -1.3966)  -0.0019
C (2.3746, 1.5185, -2.4360)  0.0091
H (5.3249, 0.2368, -6.1387)  0.0000
H (3.5828, 0.3730, -4.4435)  0.0001
H (6.0923, 2.9064, -2.0515)  0.0001
H (7.8632, 2.7285, -3.7392)  0.0000
H (4.3744, 2.7734, -0.4675)  0.0001
H (1.9698, 2.3588, 0.4251)  -0.0001
H (1.9983, 1.4551, -3.4451)  0.0008
N (-1.2564, 1.5784, -2.2141)  0.0072
C (-1.6548, 2.4157, -2.9300)  0.0442
C (-2.1694, 3.3858, -3.7279)  0.0243
C (-3.5545, 3.4671, -3.9030)  0.0044
N (-4.6949, 3.5227, -4.0311)  0.0101
C (-1.3349, 4.2855, -4.3992)  0.0044
N (-0.6503, 5.0173, -4.9606)  0.0102
C (-3.5219, -3.3149, -2.2979)  0.0099
C (-2.6214, -3.3690, -1.2491)  -0.0023
C (-1.7239, -2.3334, -1.0530)  0.0073
C (-1.7014, -1.2253, -1.9013)  -0.0199
C (-2.6116, -1.1908, -2.9533)  0.0086
C (-3.5225, -2.2182, -3.1424)  -0.0018
H (-4.2127, -4.1277, -2.4629)  0.0006
H (-2.6169, -4.2154, -0.5764)  -0.0004
H (-1.0413, -2.3924, -0.2070)  0.0000
H (-2.6128, -0.3574, -3.6463)  0.0006
H (-4.2245, -2.1645, -3.9618)  -0.0003

As for the largest force on an atom: 3.2 eV/Å. The calculation puts the molar mass at 1094.3 g/mol. For the total energy, the calculation gives -113520.045 eV. As for the spin multiplicity: 2. Its LUMO energy (spin up / spin down) is -0.804 / -1.535 eV. As for the expectation value of S²: 0.7626. The orbital gap (spin up / spin down) comes out at 0.256 / 0.228 hartree. The relative energy (zero: lowest compared OMol25 entry of this formula, charge and spin) is 431.7 kJ/mol.



# 3
The following is a quantum chemistry calculation of a cluster of 2 separate species, C5H3F in total, from the Open Molecules 2025 dataset.

Each line ends with the Löwdin charge.
CARTESIAN COORDINATES (ANGSTROEM)
C (0.1232, -0.5164, -0.0401)  -0.0332
C (-1.3000, 2.4185, 1.5709)  -0.3144
C (0.7195, -0.8695, -1.3184)  -0.0841
C (0.5411, -1.7189, 0.0143)  0.0234
C (-0.8210, 1.4277, 1.0318)  0.0795
F (-1.7733, 3.5281, 2.0435)  0.0723
H (1.7081, -0.5078, -1.5718)  0.0843
H (0.0914, -1.0890, -2.1685)  0.0820
H (0.7111, -2.6727, 0.4382)  0.0902

As for the largest force on an atom: 2.6 eV/Å. The calculation puts the molar mass at 82.1 g/mol. For the total energy, the calculation gives -7940.997 eV. Its LUMO energy is -1.617 eV. The orbital gap comes out at 0.295 hartree. The relative energy (zero: lowest compared OMol25 entry of this formula, charge and spin) is 591.2 kJ/mol.



# 4
The following is a quantum chemistry calculation of the molecule HNP2, from the Open Molecules 2025 dataset.

Each line ends with the Löwdin charge.
CARTESIAN COORDINATES (ANGSTROEM)
N (-1.7124, 0.3191, 1.0293)  -0.7688
P (-0.6848, 0.9896, -0.2012)  0.3930
P (-2.3081, -0.4103, -0.2641)  0.5240
H (0.3334, -0.0400, 0.1215)  -0.1482

The SMILES is N1=P#[PH]1. As for the largest force on an atom: 1.9 eV/Å. The calculation puts the molar mass at 77.0 g/mol. For the total energy, the calculation gives -20081.798 eV. Its LUMO energy is -0.903 eV. The orbital gap comes out at 0.299 hartree. The relative energy (zero: lowest compared OMol25 entry of this formula, charge and spin) is 0.0 kJ/mol.



# 5
The following is a quantum chemistry calculation of a structure of composition C11H19N2O, from the Open Molecules 2025 dataset.

Each line ends with the Löwdin charge.
CARTESIAN COORDINATES (ANGSTROEM)
C (0.6107, -0.3814, -2.9569)  -0.0492
N (0.0463, 0.1815, -1.7217)  -0.1341
C (-1.1658, 0.8983, -1.7104)  -0.2257
C (-1.7658, 1.3658, -2.9070)  -0.0114
C (-2.9059, 2.1735, -2.8189)  -0.0567
C (-3.4869, 2.4502, -1.5655)  -0.0731
C (-2.8415, 2.0912, -0.3708)  -0.0576
C (-1.6765, 1.3025, -0.4528)  -0.0460
C (0.9880, 0.5483, -0.7022)  0.0350
H (-0.1592, -0.7404, -3.6770)  0.1034
H (1.2546, 0.2569, -3.5942)  0.1050
H (1.1939, -1.2833, -2.7340)  0.0922
H (-1.3083, 1.1958, -3.8801)  0.1086
H (-3.3561, 2.5610, -3.7428)  0.1192
H (-4.4362, 3.0006, -1.4963)  0.1146
H (-3.2102, 2.3675, 0.6325)  0.1196
H (-1.1674, 1.0535, 0.4697)  0.0718
H (0.9276, 1.6248, -0.4737)  0.1429
H (1.9756, 0.1140, -0.7872)  0.1166
C (1.8882, -2.5806, 3.8372)  -0.0273
C (1.6656, -1.4053, 2.9187)  -0.4291
O (2.9155, -0.7017, 2.6722)  -0.0404
C (1.0366, -1.7110, 1.5610)  -0.0613
N (0.7301, -0.2684, 0.9297)  0.0472
H (0.9661, -3.1284, 3.9208)  0.0835
H (2.6338, -3.2750, 3.4997)  0.0879
H (2.1778, -2.2382, 4.8359)  0.1012
H (0.9827, -0.7079, 3.4642)  0.1491
H (2.9006, -0.2850, 1.7775)  0.0872
H (1.7176, -2.2298, 0.8951)  0.1232
H (0.1566, -2.4005, 1.6062)  0.1446
H (-0.3155, -0.2798, 0.8914)  0.1051
H (1.0272, 0.4314, 1.6800)  0.1539

As for the largest force on an atom: 2.9 eV/Å. The calculation puts the molar mass at 195.3 g/mol. The charge is +1. For the total energy, the calculation gives -16734.413 eV. Its LUMO energy is -3.103 eV. The orbital gap comes out at 0.324 hartree. The relative energy (zero: lowest compared OMol25 entry of this formula, charge and spin) is 312.9 kJ/mol.



# 6
The following is a quantum chemistry calculation of a cluster of 2 separate species, C9H14O in total, from the Open Molecules 2025 dataset.

Each line ends with the Löwdin charge.
CARTESIAN COORDINATES (ANGSTROEM)
C (0.3007, -2.6474, 1.9993)  -0.0711
C (-1.4761, 0.5762, 1.2595)  0.0037
C (-1.0422, -0.5968, 1.9447)  -0.0743
C (-1.5336, 0.4398, -0.1366)  -0.2611
C (-0.4358, -1.5769, 1.2697)  -0.3141
C (-1.1412, -0.7106, -0.8693)  -0.0671
C (-0.5611, -1.6913, -0.2078)  -0.0402
O (-2.2146, 1.5325, -0.8466)  -0.0300
H (-1.9818, 1.4933, 1.6605)  0.1311
H (-0.9967, -0.8327, 3.0821)  0.1375
H (-1.5948, 2.1146, -1.2801)  0.0511
H (-1.3218, -0.8165, -1.9383)  0.1264
H (0.3912, -2.4313, 3.1480)  0.1123
H (1.3426, -2.5314, 1.6320)  0.0897
H (-0.0971, -2.5701, -0.6507)  0.1171
H (-0.1312, -3.5841, 1.7466)  0.0620
C (1.8241, 1.1578, -1.1546)  -0.1985
C (1.2664, 2.3084, -1.8519)  -0.1913
H (2.8257, 1.3189, -0.5448)  0.1144
H (1.1656, 0.6949, -0.4821)  0.0163
H (2.2468, 0.4476, -1.8820)  0.0715
H (0.7969, 2.9546, -1.1677)  0.0379
H (0.3003, 2.0505, -2.4915)  0.1150
H (2.0677, 2.9000, -2.2385)  0.0617

The SMILES is Cc1ccc(O)cc1.CC. As for the largest force on an atom: 4.9 eV/Å. The calculation puts the molar mass at 138.2 g/mol. For the total energy, the calculation gives -11605.601 eV. Its LUMO energy is 0.964 eV. The orbital gap comes out at 0.356 hartree. The relative energy (zero: lowest compared OMol25 entry of this formula, charge and spin) is 196.5 kJ/mol.



- Which formula does entry 3 have?
  C5H3F